(1)
{"formula": "C2H2N2O2S", "method": "ωB97M-V with the def2-TZVPD basis set", "lumo_ev": [-1.574, -1.609], "gap_ev": [7.4, 7.3], "homo_energy_ev": [-8.9, -8.9], "e_tot_ha": -735.3217, "elements": ["C", "C", "N", "N", "O", "O", "S", "H", "H"], "positions_angstrom": [[0.7519, -1.4716, -0.2943], [-0.0794, 0.1312, -0.0932], [0.8086, 0.5354, 0.8071], [-1.3453, 0.5711, -0.3840], [-1.9235, -0.1889, -1.1882], [-1.7880, 1.6056, 0.0592], [1.9998, -0.5827, 0.7673], [1.0241, -1.7547, -1.2593], [0.5519, 1.1545, 1.5854]], "forces_ev_per_angstrom": [[-2.064, 6.309, 2.852], [4.388, -6.293, -0.712], [-1.428, 2.087, 1.035], [-1.583, -1.430, -1.886], [0.124, 1.113, 0.979], [0.079, 0.605, 0.514], [-0.484, -1.472, -0.921], [0.541, -0.649, -1.624], [0.427, -0.270, -0.238]]}



(2)
{"formula": "C2H2N2O2S", "method": "ωB97M-V with the def2-TZVPD basis set", "lumo_ev": -0.798, "gap_ev": 8.2, "homo_energy_ev": -9.0, "e_tot_ha": -735.4665, "smiles": "On1cnc(=S)o1", "elements": ["O", "N", "C", "N", "C", "S", "O", "H", "H"], "positions_angstrom": [[-2.4138, -0.6469, -0.4568], [-1.5007, -0.1692, 0.4525], [-1.1325, 1.1458, 0.0751], [0.1044, 1.3474, -0.1005], [0.7371, 0.0959, 0.0232], [2.3657, -0.2624, -0.0895], [-0.2240, -0.8454, 0.2686], [-2.7516, -1.4840, -0.0745], [-1.8506, 1.9226, -0.0413]], "forces_ev_per_angstrom": [[-0.303, -0.882, -0.171], [1.154, 0.465, -0.138], [0.313, -0.154, 0.114], [0.519, -0.164, -0.035], [1.239, -0.447, -0.019], [-2.292, 0.461, 0.175], [-0.062, -0.134, 0.031], [0.160, 0.670, -0.073], [-0.729, 0.186, 0.115]]}



(3)
{"formula": "C2H2N2O2S", "method": "ωB97M-V with the def2-TZVPD basis set", "lumo_ev": -0.625, "gap_ev": 8.7, "homo_energy_ev": -9.3, "e_tot_ha": -735.4023, "elements": ["C", "C", "N", "N", "O", "O", "S", "H", "H"], "positions_angstrom": [[1.0255, -0.1967, 0.0742], [-0.2792, -0.2990, -0.4715], [-0.9487, 0.3769, 0.6042], [-0.8385, -0.7466, -1.6432], [-0.1815, -1.3042, -2.4874], [-2.0340, -0.6087, -1.6793], [0.4708, 0.4711, 1.5086], [1.9549, -0.7870, -0.1608], [-1.9164, 0.7739, 0.8774]], "forces_ev_per_angstrom": [[-0.196, -2.548, -2.204], [2.475, 2.338, 3.482], [-1.888, -0.011, -0.027], [-0.482, -0.731, -0.177], [0.979, -0.109, -0.429], [-1.898, 0.354, -0.428], [-0.239, 0.759, 0.742], [-1.183, 1.140, 0.287], [2.433, -1.193, -1.246]]}